[1]
Entry from the OMol25 dataset: C28H26AuClFN5O5S as an isolated structure (wB97M-V/def2-TZVPD).

```
68
Properties=species:S:1:pos:R:3:forces:R:3:nbo_charge:R:1
Au -0.94484 0.46558 -1.64635 -0.01 0.01 -0.04 0.519
F -1.23698 -0.77433 6.17045 0.00 0.01 0.00 -0.341
C -0.27763 -0.36364 5.29671 0.01 0.01 0.02 0.307
C -0.17264 -0.97948 4.08238 -0.02 -0.01 0.02 -0.193
C 0.83129 -0.61088 3.19331 0.00 0.02 0.02 -0.174
C 0.91344 -1.32114 1.89355 -0.15 -0.09 -0.06 0.517
O 0.09726 -2.17466 1.58120 0.09 0.06 0.10 -0.576
C 2.01905 -0.89461 1.06370 0.06 0.05 0.05 -0.253
C 2.81818 0.10610 1.45987 0.03 0.10 0.05 0.097
N 2.71057 0.78135 2.65536 -0.03 -0.07 -0.03 -0.399
C 3.72519 1.75157 2.96366 0.01 0.01 0.03 -0.065
C 3.35049 3.17278 3.27199 0.00 -0.01 0.00 -0.433
C 3.97173 2.83060 1.95230 0.01 0.00 -0.02 -0.423
C 1.72915 0.40798 3.54973 0.04 0.00 -0.09 0.284
C 1.58678 1.03682 4.79223 0.04 0.05 0.04 -0.322
C 0.59028 0.66372 5.67561 -0.01 -0.10 0.00 0.174
N 0.49124 1.33153 6.92009 -0.07 0.06 -0.04 -0.488
C -0.75816 1.40690 7.65038 0.02 0.01 0.04 -0.223
C -0.62576 2.52676 8.69605 0.00 0.01 -0.03 -0.236
N 0.40152 3.50204 8.20762 -0.01 -0.01 0.07 -0.525
C 1.78046 2.90447 8.19258 0.03 -0.03 0.06 -0.222
C 1.64553 1.43478 7.77954 0.03 0.00 -0.03 -0.236
C 2.16134 -1.46212 -0.32361 -0.03 -0.07 -0.04 0.805
O 2.82630 -2.46889 -0.53461 -0.05 0.03 -0.05 -0.674
O 1.51317 -0.75869 -1.17842 0.05 -0.17 -0.09 -0.745
H -0.84802 -1.77529 3.79355 0.00 0.00 0.00 0.267
H 3.60803 0.47289 0.81937 0.00 0.00 -0.01 0.224
H 4.58762 1.34530 3.48376 0.00 0.01 0.01 0.204
H 3.94800 3.68948 4.01266 0.00 0.00 0.00 0.207
H 2.29893 3.41467 3.26621 0.03 -0.01 0.01 0.235
H 4.99547 3.11972 1.76346 0.00 0.00 0.01 0.220
H 3.30534 2.83959 1.09797 -0.01 0.01 0.00 0.268
H 2.24912 1.84931 5.05725 -0.02 -0.01 0.01 0.219
H -1.02282 0.48146 8.17145 0.00 0.00 0.02 0.213
H -1.56193 1.64279 6.95484 0.02 -0.02 -0.01 0.234
H -0.28277 2.16399 9.66330 0.01 -0.01 0.00 0.216
H -1.56445 3.05928 8.82887 0.01 0.01 0.01 0.242
H 0.39004 4.35042 8.77046 -0.01 0.00 -0.01 0.431
H 0.11086 3.77516 7.25690 0.03 -0.01 -0.01 0.467
H 2.20611 3.02767 9.18794 0.01 -0.01 -0.01 0.218
H 2.36395 3.47723 7.47444 0.00 0.00 -0.01 0.227
H 1.54623 0.79429 8.66625 0.00 -0.01 0.01 0.191
H 2.54034 1.11672 7.25083 -0.01 0.01 0.01 0.253
S -1.24179 -0.32132 -3.75911 -0.05 0.03 0.01 -0.201
C -0.12191 -1.57992 -4.09936 0.04 0.07 0.00 0.277
N 0.89575 -1.90804 -3.27435 -0.09 -0.10 -0.03 -0.526
C 1.70796 -2.92692 -3.56482 0.02 0.00 0.02 0.116
C 1.54903 -3.64280 -4.72454 0.03 -0.01 0.02 -0.356
C 0.51349 -3.22061 -5.55558 -0.04 0.02 0.00 0.113
N -0.30290 -2.22777 -5.26603 0.01 -0.07 -0.05 -0.470
H 1.17353 -1.33647 -2.24864 0.07 0.15 0.06 0.471
H 2.46827 -3.12039 -2.81473 0.02 -0.01 -0.01 0.251
H 2.18977 -4.47243 -4.97911 0.01 0.00 0.01 0.227
H 0.33484 -3.71736 -6.50470 0.00 0.01 0.00 0.192
Cl -1.59209 4.56843 6.06177 -0.13 0.01 -0.09 -0.072
C -1.18154 3.81475 4.51069 0.02 0.07 0.04 -0.052
C -1.81530 2.64502 4.13863 -0.01 -0.03 0.04 -0.209
C -1.48979 2.08976 2.90823 -0.04 -0.07 -0.03 -0.168
C -0.54427 2.69001 2.08692 0.00 0.07 -0.01 -0.119
C 0.05928 3.87600 2.48856 -0.10 -0.02 0.02 -0.171
C -0.25687 4.45569 3.70849 0.01 0.00 -0.05 -0.267
C -0.16256 2.10064 0.73383 0.01 -0.03 -0.02 0.768
O -1.02650 1.27686 0.28437 0.06 0.05 0.09 -0.783
O 0.89249 2.47354 0.23262 0.03 0.00 -0.01 -0.682
H -2.55813 2.18664 4.78040 0.02 0.02 -0.03 0.217
H -1.97403 1.18470 2.56334 0.02 0.02 0.01 0.255
H 0.77347 4.33677 1.81861 0.01 0.00 0.00 0.251
H 0.18806 5.39214 4.01840 0.00 0.00 0.01 0.224
```
Positions in Å, forces in eV/Å.

Summary:
- energy above the lowest of the compared OMol25 structures with the same formula, charge and spin (kJ/mol) = 0.0
- HOMO level (eV) = -6.97
- gap between HOMO and LUMO (eV) = 5.745
- maximum force (eV/A) = 0.2

=====

[2]
Entry from the OMol25 dataset: one molecule with the formula C4H10N2OS in a non-equilibrium geometry (wB97M-V/def2-TZVPD).

```
18
Properties=species:S:1:pos:R:3:forces:R:3:nbo_charge:R:1
C -0.28759 1.10078 -2.83621 0.76 -1.00 0.51 -0.074
N 0.20513 0.69614 -1.71017 -1.92 1.03 -0.78 -0.575
S -0.73968 1.31566 -0.38064 0.30 0.11 0.38 0.344
C -0.04813 0.39613 1.04437 0.80 -1.01 -0.85 -0.377
C -0.45516 -1.07767 0.97063 -0.26 -0.74 -0.70 -0.240
N -1.89830 -1.35554 1.10344 -0.14 0.60 -0.66 -0.845
C 1.53265 0.47393 1.04733 -1.46 0.17 1.90 -0.053
O 2.16720 -0.26475 0.06913 0.24 0.08 -1.14 -0.723
H 0.14293 0.59236 -3.71141 -0.08 0.69 0.13 0.187
H -1.13785 1.81232 -2.97703 0.61 -0.64 0.29 0.172
H -0.46140 0.83818 1.94942 0.02 0.40 -0.09 0.241
H 0.00917 -1.44613 0.02002 -0.43 -0.04 0.72 0.187
H -0.06848 -1.65128 1.80420 0.90 0.14 0.14 0.197
H -2.40199 -0.79658 0.40945 0.01 -0.39 0.19 0.354
H -2.09752 -2.34711 0.92374 0.20 0.68 0.03 0.362
H 1.79300 1.53358 1.02845 0.21 0.08 0.01 0.166
H 1.79965 0.05060 2.05434 0.16 0.36 -0.94 0.179
H 1.94636 0.12940 -0.80906 0.06 -0.52 0.88 0.497
```
Positions in Å, forces in eV/Å.

Summary:
- structure (SMILES) = C=NS[C@@H](CN)CO
- energy above the lowest of the compared OMol25 structures with the same formula, charge and spin (kJ/mol) = 224.4
- HOMO level (eV) = -8.77
- gap between HOMO and LUMO (eV) = 9.312
- maximum force (eV/A) = 2.4

=====

[3]
Entry from the OMol25 dataset: C26H32N2O2PdS as an isolated structure (wB97M-V/def2-TZVPD).

```
64
Properties=species:S:1:pos:R:3:forces:R:3:nbo_charge:R:1
Pd 0.30317 0.00863 -0.07070 0.44 -0.20 0.30 0.232
C 0.61418 -1.92985 4.28704 0.00 -0.01 -0.03 -0.711
C -0.23323 -1.21714 3.25980 0.06 0.03 0.02 0.686
O 0.01245 -0.09357 2.86700 -0.04 0.03 0.04 -0.614
N -1.31234 -1.92659 2.81420 0.01 0.01 -0.10 -0.622
C -2.19108 -1.39425 1.79226 -0.07 -0.05 0.06 -0.268
C -2.02790 -2.04435 0.44127 0.03 0.13 0.01 0.215
C -2.60768 -3.27801 0.17256 -0.08 -0.02 -0.01 -0.253
C -2.47388 -3.83642 -1.08482 0.04 0.07 -0.01 -0.160
C -1.78020 -3.12201 -2.05051 -0.05 -0.08 -0.03 -0.250
C -1.22670 -1.90464 -1.70835 0.02 0.11 0.07 0.058
N -1.32098 -1.37712 -0.47732 -0.08 -0.19 -0.10 -0.469
H 1.43332 -1.27872 4.57537 0.00 0.00 0.00 0.245
H 1.01998 -2.85252 3.86922 0.00 0.00 0.00 0.229
H 0.02061 -2.18343 5.16639 0.00 -0.01 0.00 0.225
H -1.43486 -2.87452 3.12525 0.03 0.00 0.00 0.392
H -1.96540 -0.33224 1.71397 -0.01 0.01 -0.03 0.259
H -3.23135 -1.50051 2.11164 0.02 0.00 0.04 0.202
H -3.17336 -3.78208 0.94653 0.00 0.01 0.00 0.215
H -2.91435 -4.79777 -1.31351 0.00 0.00 0.00 0.221
H -1.66480 -3.50046 -3.05632 0.00 0.01 0.00 0.226
H -0.67362 -1.30946 -2.42234 0.01 -0.02 -0.01 0.229
C -0.80050 3.26910 4.41088 -0.01 0.01 -0.01 -0.628
C -1.09807 2.97506 2.96694 0.02 0.00 0.01 0.005
C -2.33661 2.46970 2.58149 0.00 -0.01 -0.01 -0.211
C -2.59577 2.16600 1.25463 -0.03 0.02 -0.04 -0.258
C -1.61502 2.38832 0.29883 0.01 0.04 0.10 -0.212
C -0.37677 2.90003 0.65924 0.01 -0.05 -0.08 -0.223
C -0.13016 3.18959 1.99173 -0.02 0.01 0.02 -0.187
S -1.92121 1.93823 -1.40286 -0.17 0.16 -0.27 1.268
C -2.89625 3.39160 -1.86153 -0.05 -0.08 0.15 -0.818
O -0.66318 2.12047 -2.16857 0.15 0.00 -0.11 -0.984
H -1.50865 2.76709 5.06944 0.00 0.01 0.00 0.212
H -0.85819 4.34147 4.61006 0.01 0.00 0.01 0.219
H 0.20352 2.93472 4.67171 0.00 0.00 0.00 0.225
H -3.09647 2.28789 3.33270 0.00 0.00 0.00 0.207
H -3.55128 1.74006 0.96469 -0.01 0.01 0.01 0.212
H 0.37702 3.03751 -0.10546 -0.01 0.01 0.01 0.257
H 0.84565 3.55944 2.28301 0.00 0.00 0.00 0.213
H -2.29470 4.27850 -1.67047 0.02 0.00 0.00 0.235
H -3.83035 3.42304 -1.30131 0.00 -0.01 0.02 0.221
H -3.09433 3.28862 -2.92676 -0.03 0.02 0.00 0.234
C 2.88250 -1.43482 -2.20042 0.07 0.06 -0.01 -0.603
C 3.23985 -0.51265 -1.01995 -0.06 -0.15 0.03 -0.213
C 3.51674 -1.38800 0.20766 -0.01 0.00 -0.01 -0.593
C 2.00556 0.33834 -0.83747 -0.25 0.21 0.00 -0.280
C 4.43002 0.38788 -1.30666 0.02 0.02 0.02 -0.009
C 5.17513 0.33723 -2.47991 0.01 0.01 0.01 -0.219
C 6.23443 1.21246 -2.69022 0.00 -0.01 -0.01 -0.205
C 6.56396 2.15873 -1.73409 0.01 0.00 0.00 -0.227
C 5.82321 2.22548 -0.56116 0.00 0.00 0.00 -0.226
C 4.77249 1.34821 -0.35153 0.01 0.02 0.00 -0.162
H 2.02886 -2.05194 -1.91962 0.00 0.00 -0.01 0.221
H 3.72327 -2.09080 -2.43741 0.00 -0.01 0.01 0.211
H 2.62048 -0.86578 -3.09465 0.00 -0.01 0.00 0.214
H 2.61922 -1.96500 0.43829 0.00 -0.01 0.00 0.217
H 3.74879 -0.77515 1.07862 -0.01 0.00 0.01 0.211
H 4.35485 -2.06620 0.02631 0.01 0.00 0.00 0.198
H 2.05214 1.15548 -1.57579 -0.01 -0.06 -0.07 0.146
H 4.93449 -0.38563 -3.24751 0.00 -0.01 0.00 0.210
H 6.80145 1.15216 -3.61091 0.00 0.00 0.00 0.208
H 7.38804 2.84047 -1.90042 0.00 0.00 0.00 0.209
H 6.06472 2.96519 0.19199 0.00 0.00 0.00 0.208
H 4.19503 1.41180 0.56386 0.00 0.00 0.00 0.209
```
Positions in Å, forces in eV/Å.

Summary:
- energy above the lowest of the compared OMol25 structures with the same formula, charge and spin (kJ/mol) = 27.0
- HOMO level (eV) = -6.18
- gap between HOMO and LUMO (eV) = 6.605
- maximum force (eV/A) = 0.6